No. 1
The following is a DFT calculation (wB97M-V/def2-TZVPD) of a molecular structure, C38H28Cl2IN6O3S2W.

Cartesian coordinates (Å):
W: -0.552 -0.104 0.033
C: -1.261 1.654 8.442
C: -1.152 1.826 6.953
C: -0.501 0.869 6.173
C: -0.370 1.035 4.807
C: -0.901 2.170 4.205
C: -1.555 3.134 4.957
C: -1.674 2.953 6.327
S: -0.729 2.397 2.468
O: -1.599 3.489 2.097
O: 0.655 2.451 2.104
N: -1.297 1.008 1.810
C: -2.628 0.864 1.524
C: -3.758 1.314 2.207
C: -4.989 0.984 1.684
C: -5.084 0.228 0.510
C: -3.928 -0.174 -0.112
N: -2.722 0.149 0.384
H: -1.273 0.601 8.719
H: -2.164 2.125 8.829
H: -0.407 2.117 8.941
H: -0.091 -0.017 6.644
H: 0.145 0.295 4.211
H: -1.963 4.009 4.471
H: -2.183 3.703 6.920
H: -3.650 1.898 3.109
H: -5.889 1.313 2.187
H: -6.042 -0.037 0.089
H: -3.939 -0.744 -1.028
Cl: 0.992 -3.387 5.986
C: 1.072 -2.481 4.511
C: 2.147 -1.673 4.268
C: 2.232 -0.906 3.087
I: 3.859 0.326 2.735
C: 1.217 -0.954 2.160
O: 1.191 -0.271 1.031
C: 0.116 -1.804 2.412
N: -0.844 -1.785 1.440
C: -1.903 -2.559 1.589
C: -2.075 -3.387 2.708
C: -1.133 -3.397 3.700
C: 0.014 -2.586 3.572
H: 2.942 -1.614 4.998
H: -2.650 -2.526 0.807
H: -2.961 -4.003 2.773
H: -1.255 -4.020 4.576
N: 2.407 1.298 -2.734
C: 3.033 0.070 -2.549
C: 4.227 -0.448 -3.038
C: 4.552 -1.725 -2.631
C: 3.724 -2.459 -1.765
C: 2.543 -1.940 -1.282
C: 2.202 -0.654 -1.694
N: 1.098 0.134 -1.388
C: 1.270 1.277 -2.013
C: 0.252 2.286 -1.834
C: 0.099 3.535 -2.334
S: -1.341 4.219 -1.725
C: -1.664 2.805 -0.853
N: -0.758 1.868 -0.987
H: 2.753 2.072 -3.274
H: 4.870 0.116 -3.700
H: 5.472 -2.172 -2.983
H: 4.028 -3.454 -1.467
H: 1.910 -2.495 -0.603
H: 0.744 4.078 -3.004
H: -2.532 2.721 -0.220
Cl: -3.764 -3.242 -1.972
C: -3.203 -1.912 -2.968
C: -4.001 -1.573 -4.051
C: -3.626 -0.533 -4.882
C: -2.447 0.151 -4.620
C: -1.672 -0.198 -3.528
C: -2.023 -1.231 -2.654
C: -1.163 -1.585 -1.475
H: -4.908 -2.133 -4.237
H: -4.244 -0.268 -5.729
H: -2.129 0.954 -5.273
H: -0.748 0.335 -3.346
H: -0.202 -1.949 -1.856
H: -1.604 -2.446 -0.976

Properties
LUMO level (spin up / spin down) (eV): -3.656 / -3.661
Total charge: +1
HOMO-LUMO gap (spin up / spin down) (Ha): 0.2078 / 0.2078
Energy relative to the best compared isomer or geometry (same formula, charge and spin) (eV): 1.269
E_HOMO (spin up / spin down) (eV): -9.3 / -9.3

=====

No. 2
The following is a DFT calculation (wB97M-V/def2-TZVPD) of a molecular structure, C46H48N4OP2SSiTa.

Cartesian coordinates (Å):
Ta: -0.969 -0.074 -0.458
N: -0.277 -1.108 -2.266
C: -1.188 -1.971 -3.087
C: -2.404 -2.424 -2.275
N: -2.697 -1.487 -1.083
C: -3.881 -0.628 -1.373
C: -3.542 0.581 -2.258
N: -2.104 1.109 -2.029
H: 0.165 -0.404 -2.899
H: 0.519 -1.610 -1.896
H: -0.669 -2.868 -3.430
H: -1.459 -1.379 -4.008
H: -2.268 -3.443 -1.912
H: -3.329 -2.452 -2.837
H: -2.921 -2.107 -0.272
H: -4.321 -0.303 -0.440
H: -4.642 -1.180 -1.961
H: -4.228 1.356 -2.034
H: -3.616 0.285 -3.335
H: -2.178 2.137 -1.960
H: -1.575 0.970 -2.929
C: -1.806 -2.536 2.753
Si: -0.882 -1.013 2.091
C: 0.957 -1.202 2.838
C: 1.187 -0.739 4.170
C: 2.420 -0.958 4.823
C: 3.456 -1.513 4.126
C: 3.268 -1.930 2.773
C: 2.034 -1.785 2.138
P: 1.747 -2.470 0.488
C: 2.100 -4.288 0.776
C: 2.762 -4.854 1.873
C: 2.777 -6.254 2.021
C: 2.453 -7.085 0.960
C: 1.810 -6.558 -0.171
C: 1.612 -5.165 -0.228
C: 3.158 -1.998 -0.503
C: 3.301 -2.510 -1.811
C: 4.200 -1.953 -2.704
C: 5.183 -1.059 -2.268
C: 5.133 -0.612 -0.940
C: 4.062 -1.009 -0.085
C: -1.675 0.336 3.188
C: -2.252 0.070 4.441
C: -2.679 1.027 5.308
C: -2.454 2.346 5.053
C: -1.874 2.667 3.817
C: -1.558 1.689 2.846
P: -1.384 2.082 1.046
C: -2.724 3.234 0.602
C: -3.998 2.662 0.818
C: -5.150 3.462 0.559
C: -5.010 4.807 0.270
C: -3.738 5.325 0.043
C: -2.601 4.567 0.223
C: 0.142 3.059 0.918
C: 0.966 3.078 2.037
C: 2.169 3.830 1.998
C: 2.454 4.584 0.857
C: 1.681 4.405 -0.303
C: 0.527 3.644 -0.282
H: -1.540 -2.771 3.806
H: -1.643 -3.490 2.237
H: -2.902 -2.390 2.807
H: 0.417 -0.236 4.740
H: 2.595 -0.522 5.783
H: 4.471 -1.606 4.546
H: 4.119 -2.295 2.205
H: 3.232 -4.229 2.616
H: 3.094 -6.652 3.001
H: 2.565 -8.159 1.030
H: 1.448 -7.165 -0.990
H: 1.084 -4.711 -1.108
H: 2.729 -3.394 -2.079
H: 4.272 -2.343 -3.741
H: 5.860 -0.660 -3.028
H: 5.893 0.057 -0.570
H: 4.062 -0.652 0.925
H: -2.394 -0.946 4.754
H: -3.209 0.636 6.201
H: -2.769 3.143 5.729
H: -1.672 3.725 3.590
H: -4.057 1.632 1.218
H: -6.095 3.011 0.752
H: -5.904 5.456 0.303
H: -3.572 6.396 -0.182
H: -1.638 5.034 0.063
H: 0.848 2.469 2.929
H: 2.810 3.887 2.890
H: 3.300 5.266 0.858
H: 1.986 4.914 -1.228
H: -0.036 3.549 -1.183
O: 0.804 0.719 -0.492
N: -0.149 1.064 -4.292
C: 1.096 1.622 -4.037
C: 1.949 2.107 -4.993
C: 1.467 2.329 -6.339
C: 0.174 1.913 -6.565
C: -0.685 1.263 -5.536
S: -2.247 0.846 -6.162
H: 1.378 1.640 -2.978
H: 2.980 2.324 -4.685
H: 2.065 2.835 -7.086
H: -0.375 1.999 -7.525

Properties
2S+1: 2
LUMO level (spin up / spin down) (eV): -6.207 / -7.602
Total charge: +2
HOMO-LUMO gap (spin up / spin down) (Ha): 0.2422 / 0.1910
E_HOMO (spin up / spin down) (eV): -12.8 / -12.8

=====

No. 3
The following is a DFT calculation (wB97M-V/def2-TZVPD) of a gas-phase ion, C21H16NOS (charge -1).

Cartesian coordinates (Å):
C: -4.010 1.137 2.030
C: -3.255 2.285 1.753
C: -1.995 2.187 1.173
C: -1.388 0.945 1.046
C: -0.002 0.722 0.539
C: 0.928 1.837 1.165
C: 2.337 1.472 1.471
C: 3.277 2.524 1.565
C: 4.614 2.254 1.845
C: 5.027 0.914 2.047
C: 4.072 -0.114 2.044
C: 2.724 0.166 1.760
O: 0.501 2.917 1.508
C: -2.147 -0.206 1.268
C: -3.412 -0.122 1.864
H: -5.037 1.241 2.383
H: -3.674 3.289 1.942
H: -1.476 3.057 0.791
H: 0.439 -0.202 0.872
H: 2.959 3.535 1.323
H: 5.312 3.083 1.921
H: 6.091 0.708 2.275
H: 4.382 -1.147 2.285
H: 2.046 -0.665 1.683
H: -1.753 -1.170 0.934
H: -3.978 -1.009 2.130
C: -1.271 -3.461 -4.424
C: -1.997 -3.673 -3.249
C: -1.770 -2.911 -2.087
C: -0.767 -1.865 -2.035
N: -0.521 -0.931 -1.027
C: -0.190 0.317 -0.854
S: 0.064 1.677 -1.880
C: -0.065 -1.707 -3.252
C: -0.293 -2.474 -4.391
H: -1.451 -4.036 -5.342
H: -2.771 -4.446 -3.290
H: -2.444 -3.022 -1.234
H: 0.600 -0.837 -3.278
H: 0.296 -2.266 -5.272

Properties
LUMO level (eV): 2.933
Total charge: -1
Structure (SMILES): O=C(c1ccccc1)[C@H](/C([S-])=N/c1ccccc1)c1ccccc1
HOMO-LUMO gap (Ha): 0.2514
E_HOMO (eV): -3.9

=====

No. 4
The following is a DFT calculation (wB97M-V/def2-TZVPD) of 2 unconnected molecules or ions with the total composition C6H9O6.

Cartesian coordinates (Å):
H: -1.579 -3.678 0.129
O: -2.913 -4.112 2.690
C: -2.178 -3.347 1.910
O: -2.476 -3.554 0.666
H: -3.630 -4.548 2.190
O: 0.618 -3.817 1.793
C: 1.264 -3.821 0.731
C: 2.191 -2.730 0.355
C: 1.615 -1.979 -0.895
C: 2.512 -0.932 -1.516
O: 2.808 0.025 -0.406
C: 3.789 0.852 -0.507
O: 4.642 0.897 -1.379
O: 3.712 1.780 0.470
H: 1.384 -4.783 0.192
H: 3.166 -3.159 0.079
H: 2.316 -2.031 1.192
H: 0.636 -1.559 -0.608
H: 1.411 -2.722 -1.684
H: 3.489 -1.405 -1.730
H: 4.461 2.379 0.375

Properties
LUMO level (eV): 2.783
Total charge: -1
HOMO-LUMO gap (Ha): 0.1763
E_HOMO (eV): -2.0

=====

No. 5
The following is a DFT calculation (wB97M-V/def2-TZVPD) of 4 unconnected molecules or ions with the total composition C29H61FO5.

Cartesian coordinates (Å):
C: -3.712 -1.346 2.822
C: -3.341 -1.456 1.355
F: -4.489 -1.505 0.576
C: -2.442 -0.281 0.923
O: -2.964 0.437 -0.232
C: -1.936 1.130 -0.806
O: -2.106 1.860 -1.740
C: -0.649 0.806 -0.067
C: -0.434 1.892 1.027
C: 0.648 2.926 0.663
C: 1.482 3.351 1.892
C: 2.783 2.561 2.077
O: 2.758 1.910 3.360
C: -1.033 -0.598 0.429
C: -0.079 -1.441 1.252
O: 0.510 -0.680 2.291
O: 1.189 -1.572 3.188
H: -2.790 -1.296 3.412
H: -4.253 -0.410 2.996
H: -4.319 -2.193 3.139
H: -2.786 -2.392 1.210
H: -2.450 0.452 1.737
H: 0.216 0.805 -0.731
H: -1.376 2.425 1.196
H: -0.189 1.409 1.975
H: 0.156 3.825 0.281
H: 1.299 2.536 -0.123
H: 0.903 3.178 2.803
H: 1.681 4.425 1.844
H: 2.877 1.800 1.296
H: 3.652 3.227 2.057
H: 3.142 1.033 3.275
H: -1.225 -1.188 -0.482
H: 0.711 -1.823 0.584
H: -0.591 -2.313 1.680
H: 1.755 -2.110 2.609
C: 7.180 8.324 2.785
C: 6.992 6.917 2.226
C: 5.621 6.317 2.535
C: 5.314 6.143 4.023
C: 6.317 5.283 4.791
C: 6.397 3.850 4.276
H: 7.105 8.340 3.873
H: 8.161 8.722 2.520
H: 6.425 9.005 2.386
H: 7.781 6.264 2.609
H: 7.123 6.944 1.141
H: 5.534 5.352 2.028
H: 4.849 6.956 2.095
H: 4.320 5.696 4.121
H: 5.248 7.125 4.501
H: 6.023 5.268 5.843
H: 7.310 5.741 4.760
H: 5.417 3.369 4.333
H: 7.096 3.258 4.868
H: 6.733 3.813 3.238
C: -1.907 -4.171 -1.478
C: -1.175 -5.423 -1.010
C: 0.125 -5.116 -0.267
C: 1.176 -4.367 -1.090
C: 1.601 -5.067 -2.380
C: 2.247 -6.429 -2.147
H: -1.306 -3.596 -2.185
H: -2.844 -4.420 -1.974
H: -2.144 -3.522 -0.629
H: -0.977 -6.072 -1.868
H: -1.827 -5.994 -0.344
H: 0.551 -6.049 0.110
H: -0.111 -4.516 0.620
H: 2.062 -4.213 -0.464
H: 0.805 -3.367 -1.337
H: 2.308 -4.422 -2.906
H: 0.741 -5.178 -3.045
H: 3.132 -6.337 -1.514
H: 2.558 -6.878 -3.091
H: 1.560 -7.126 -1.666
C: -4.622 -0.848 -2.689
C: -5.022 -2.241 -3.159
C: -4.755 -2.499 -4.641
C: -5.549 -1.609 -5.598
C: -7.066 -1.685 -5.434
C: -7.639 -3.074 -5.698
H: -5.179 -0.051 -3.186
H: -4.795 -0.752 -1.621
H: -3.560 -0.675 -2.873
H: -6.074 -2.436 -2.930
H: -4.448 -2.954 -2.562
H: -4.957 -3.551 -4.865
H: -3.688 -2.351 -4.838
H: -5.290 -1.885 -6.625
H: -5.231 -0.570 -5.477
H: -7.525 -0.974 -6.127
H: -7.351 -1.357 -4.431
H: -7.397 -3.408 -6.710
H: -8.725 -3.075 -5.597
H: -7.245 -3.813 -4.998

Properties
LUMO level (eV): 0.201
Structure (SMILES): C[C@@H](F)[C@@H]1OC(=O)[C@@H](CCCCO)[C@H]1COO.CCCCCC.CCCCCC.CCCCCC
HOMO-LUMO gap (Ha): 0.3771
E_HOMO (eV): -10.1

=====

No. 6
The following is a DFT calculation (wB97M-V/def2-TZVPD) of 2 unconnected molecules or ions with the total composition CH4FN2O.

Cartesian coordinates (Å):
C: -1.718 0.231 0.073
N: -0.527 -0.219 0.245
N: 1.450 0.189 -0.718
O: 2.246 -0.213 0.211
F: -2.114 1.123 -0.711
H: -0.506 -0.882 1.031
H: 1.308 1.151 -0.655
H: -2.638 -0.247 0.565
H: 2.498 -1.134 -0.041

Properties
2S+1: 3
LUMO level (spin up / spin down) (eV): -3.478 / -9.263
Total charge: +1
HOMO-LUMO gap (spin up / spin down) (Ha): 0.4367 / 0.2593
Energy relative to the best compared isomer or geometry (same formula, charge and spin) (eV): 0.346
E_HOMO (spin up / spin down) (eV): -15.4 / -16.3

=====

Number 1: DFT total energy -4100.596433 hartree. Number 2: DFT total energy -3502.837030 hartree. Number 3: DFT total energy -1338.025313 hartree. Number 4: DFT total energy -685.358104 hartree. Number 5: DFT total energy -1617.518614 hartree. Number 6: DFT total energy -324.612256 hartree.